Record 1
Molecular formula: C4H11N3O
Method: DFT, the ωB97M-V functional and the def2-TZVPD basis

Each line ends with the Löwdin charge.
CARTESIAN COORDINATES (ANGSTROEM)
C: -1.564 -0.059 -0.339  -0.243
C: -1.041 1.312 -0.550  -0.130
C: 0.437 0.611 1.533  -0.067
C: 0.192 0.676 0.045  -0.286
N: 2.296 -0.430 -0.450  0.013
N: 0.306 -1.441 -0.990  -0.022
O: -2.278 -0.304 0.817  -0.022
N: 0.979 -0.146 -0.887  -0.224
H: -2.425 -1.252 0.943  0.103
H: -1.938 -0.587 -1.210  0.120
H: 2.682 0.285 0.164  0.063
H: 2.878 -0.423 -1.283  0.072
H: 0.386 -2.020 -0.152  0.090
H: 0.048 -1.661 -1.949  0.084
H: -1.510 2.047 0.103  0.113
H: -0.960 1.586 -1.600  0.111
H: 1.451 0.951 1.774  0.063
H: -0.253 1.258 2.083  0.081
H: 0.315 -0.403 1.950  0.078

The calculation puts the energy relative to the best compared isomer or geometry (same formula, charge and spin) at 6.741 eV. Its gap between HOMO and LUMO is 7.3 eV. The LUMO energy comes out at 0.819 eV. The total energy comes out at -398.30644 Ha. The molecular weight comes out at 117.15 g/mol. Its HOMO energy is -6.527 eV.

***

Record 2
Molecular formula: C4H11N3O
Method: DFT, the ωB97M-V functional and the def2-TZVPD basis

Each line ends with the Löwdin charge.
CARTESIAN COORDINATES (ANGSTROEM)
C: 2.245 1.079 -0.317  -0.027
C: -2.435 -1.010 0.155  -0.067
C: 2.563 -0.125 -0.963  -0.157
N: -1.505 0.099 0.284  -0.191
C: -0.144 -0.120 0.430  -0.559
N: -2.061 1.286 0.821  0.061
O: 0.575 0.887 0.748  -0.056
N: 0.424 -1.289 0.158  0.107
H: -1.735 2.064 0.256  0.083
H: -1.684 1.438 1.755  0.085
H: -0.174 -1.969 -0.294  0.063
H: 2.772 1.370 0.580  0.090
H: 1.795 1.894 -0.867  0.089
H: -2.362 -1.716 0.992  0.087
H: -3.437 -0.592 0.129  0.079
H: -2.267 -1.554 -0.778  0.076
H: 1.563 -0.928 -0.442  0.095
H: 2.423 -0.163 -2.039  0.069
H: 3.444 -0.653 -0.608  0.073

The calculation puts the energy relative to the best compared isomer or geometry (same formula, charge and spin) at 3.886 eV. Its gap between HOMO and LUMO is 9.4 eV. The LUMO energy comes out at 0.968 eV. The total energy comes out at -398.41137 Ha. The molecular weight comes out at 117.15 g/mol. Its HOMO energy is -8.410 eV.

***

Record 3
Molecular formula: C4H11N3O
Method: DFT, the ωB97M-V functional and the def2-TZVPD basis

Each line ends with the Löwdin charge.
CARTESIAN COORDINATES (ANGSTROEM)
C: -0.149 1.998 -0.070  -0.039
C: 0.198 0.506 -0.136  -0.354
C: 0.263 -0.110 -1.567  -0.201
N: 1.720 0.023 -1.954  0.004
N: -0.633 -0.395 0.671  0.070
C: -0.372 -0.806 1.938  -0.613
N: -1.008 -1.953 2.362  0.136
O: 0.618 -0.432 2.566  0.025
H: 0.732 2.618 -0.233  0.080
H: -0.697 2.163 -1.032  0.067
H: -0.919 2.300 0.628  0.074
H: 1.245 0.435 0.205  0.128
H: -0.076 -1.159 -1.602  0.111
H: -0.392 0.459 -2.193  0.088
H: 1.700 0.489 -2.856  0.058
H: 2.071 -0.909 -2.156  0.062
H: -1.325 -0.921 0.166  0.122
H: -1.884 -2.182 1.912  0.084
H: -1.091 -2.124 3.351  0.098

The calculation puts the energy relative to the best compared isomer or geometry (same formula, charge and spin) at 1.065 eV. Its gap between HOMO and LUMO is 10.1 eV. The LUMO energy comes out at 0.763 eV. The total energy comes out at -398.51504 Ha. The molecular weight comes out at 117.15 g/mol. Its HOMO energy is -9.316 eV.

***

Record 4
Molecular formula: C4H11N3O
Method: DFT, the ωB97M-V functional and the def2-TZVPD basis

Each line ends with the Löwdin charge.
CARTESIAN COORDINATES (ANGSTROEM)
H: -0.328 1.181 1.819  0.022
N: -0.770 1.475 0.948  0.025
C: -1.223 0.397 0.261  -0.582
C: -1.669 -0.839 1.008  -0.035
O: -2.163 0.762 -0.684  -0.007
H: -2.004 -1.614 0.315  0.078
H: -0.851 -1.219 1.623  0.073
H: -2.498 -0.571 1.664  0.089
H: -2.229 1.727 -0.607  0.099
C: 0.847 -1.446 -0.782  -0.136
N: 0.311 -0.116 -0.992  -0.060
C: 1.078 0.933 -0.797  -0.274
N: 2.297 0.952 -0.225  0.149
H: 0.058 -2.172 -0.982  0.076
H: 1.668 -1.660 -1.470  0.079
H: 1.201 -1.589 0.249  0.076
H: 0.695 1.901 -1.115  0.130
H: 2.759 0.086 0.006  0.093
H: 2.824 1.812 -0.241  0.105

The calculation puts the energy relative to the best compared isomer or geometry (same formula, charge and spin) at 3.006 eV. Its gap between HOMO and LUMO is 8.5 eV. The LUMO energy comes out at 0.717 eV. The total energy comes out at -398.44369 Ha. The molecular weight comes out at 117.15 g/mol. Its HOMO energy is -7.774 eV.

***

Record 5
Molecular formula: C4H11N3O
Method: DFT, the ωB97M-V functional and the def2-TZVPD basis

Each line ends with the Löwdin charge.
CARTESIAN COORDINATES (ANGSTROEM)
C: 0.977 1.740 0.679  -0.074
C: -0.369 1.036 0.557  -0.465
N: -1.186 1.342 1.729  0.025
C: -0.195 -0.484 0.336  -0.234
N: 0.419 -0.837 -0.937  -0.233
N: -0.412 -0.512 -2.025  0.007
C: 0.709 -2.617 -0.904  -0.110
O: -0.062 -3.294 -1.469  0.103
H: 1.510 1.396 1.571  0.074
H: 0.833 2.816 0.765  0.074
H: 1.597 1.531 -0.192  0.068
H: -0.896 1.425 -0.318  0.123
H: -2.104 0.917 1.661  0.066
H: -0.748 0.997 2.577  0.067
H: 0.447 -0.882 1.134  0.116
H: -1.184 -0.961 0.439  0.113
H: 0.165 -0.322 -2.838  0.078
H: -1.044 -1.293 -2.238  0.072
H: 1.543 -1.997 -0.525  0.132

The calculation puts the energy relative to the best compared isomer or geometry (same formula, charge and spin) at 4.730 eV. Its gap between HOMO and LUMO is 8.9 eV. The LUMO energy comes out at 0.619 eV. The total energy comes out at -398.38035 Ha. The molecular weight comes out at 117.15 g/mol. Its HOMO energy is -8.240 eV.

***

Record 6
Molecular formula: C4H11N3O
Method: DFT, the ωB97M-V functional and the def2-TZVPD basis

Each line ends with the Löwdin charge.
CARTESIAN COORDINATES (ANGSTROEM)
C: 1.033 0.274 1.652  -0.074
C: 0.360 0.167 0.330  -0.179
C: 0.765 -0.106 -0.877  -0.352
N: 0.226 -0.132 -2.127  0.086
N: 2.369 -0.360 -0.773  0.054
C: -1.288 0.650 0.276  -0.386
N: -2.061 -0.286 -0.513  0.033
O: -1.798 0.829 1.578  -0.052
H: 2.005 0.750 1.534  0.075
H: 0.434 0.884 2.325  0.070
H: 1.186 -0.710 2.105  0.081
H: -0.639 0.381 -2.236  0.078
H: 0.183 -1.040 -2.569  0.097
H: 2.738 -0.491 -1.708  0.037
H: 2.541 -1.193 -0.224  0.043
H: -1.365 1.636 -0.195  0.137
H: -1.976 -1.226 -0.139  0.082
H: -3.047 -0.039 -0.513  0.080
H: -1.667 0.011 2.074  0.089

The calculation puts the energy relative to the best compared isomer or geometry (same formula, charge and spin) at 2.572 eV. Its gap between HOMO and LUMO is 8.8 eV. The LUMO energy comes out at 0.821 eV. The total energy comes out at -398.45964 Ha. The molecular weight comes out at 117.15 g/mol. Its HOMO energy is -8.014 eV.

***

Record 7
Molecular formula: C4H11N3O
Method: DFT, the ωB97M-V functional and the def2-TZVPD basis

Each line ends with the Löwdin charge.
CARTESIAN COORDINATES (ANGSTROEM)
C: -0.660 -2.272 1.313  -0.169
N: -1.778 -1.440 0.827  -0.046
C: -2.123 -0.418 1.556  -0.292
N: -1.353 0.254 2.539  0.069
H: -0.505 -3.120 0.609  0.074
H: -0.797 -2.669 2.343  0.080
H: 0.292 -1.747 1.458  0.049
H: -3.174 -0.179 1.674  0.104
H: -0.364 0.040 2.563  0.065
H: -1.596 1.214 2.721  0.072
C: 0.125 1.390 -2.120  -0.002
C: 1.512 0.854 -1.684  -0.552
N: 2.088 1.506 -0.606  0.130
O: 2.046 -0.092 -2.273  0.012
H: -0.177 2.170 -1.424  0.064
H: -0.559 0.545 -2.189  0.084
H: 0.276 1.753 -3.111  0.068
H: 1.504 2.087 -0.036  0.075
H: 2.904 1.076 -0.145  0.116

The calculation puts the energy relative to the best compared isomer or geometry (same formula, charge and spin) at 1.560 eV. Its gap between HOMO and LUMO is 9.3 eV. The LUMO energy comes out at 0.454 eV. The total energy comes out at -398.49685 Ha. The molecular weight comes out at 117.15 g/mol. Its HOMO energy is -8.885 eV.

***

Record 8
Molecular formula: C4H11N3O2
Method: DFT, the ωB97M-V functional and the def2-TZVPD basis

Each line ends with the Löwdin charge.
CARTESIAN COORDINATES (ANGSTROEM)
C: 0.598 1.789 -1.986  -0.112
N: 0.265 1.055 -0.784  -0.016
C: -0.491 1.611 0.066  -0.440
N: -1.313 2.859 -0.124  0.068
N: -0.870 0.991 1.324  0.087
H: -0.174 2.036 -2.558  0.018
H: 1.435 1.249 -2.471  0.089
H: 0.997 2.767 -1.625  0.094
H: -1.927 3.028 0.776  0.112
H: -1.938 2.871 -0.914  0.062
H: -0.771 -0.020 1.528  0.057
H: -1.821 1.317 1.628  0.090
C: 0.841 -3.588 0.534  -0.014
C: 0.400 -2.219 1.059  -0.595
O: -0.374 -2.133 1.948  0.111
O: 1.191 -1.354 0.429  0.094
H: 0.159 -4.470 0.623  0.091
H: 1.854 -3.835 0.893  0.081
H: 1.168 -3.405 -0.562  0.104
H: 0.772 -0.549 0.215  0.019

The calculation puts the energy relative to the best compared isomer or geometry (same formula, charge and spin) at 2.005 eV. Its gap between HOMO and LUMO is 10.1 eV. The LUMO energy comes out at 0.657 eV. The total energy comes out at -473.72908 Ha. The molecular weight comes out at 133.15 g/mol. Its HOMO energy is -9.413 eV.

***

Record 9
Molecular formula: C4H11N3O2
Method: DFT, the ωB97M-V functional and the def2-TZVPD basis

Each line ends with the Löwdin charge.
CARTESIAN COORDINATES (ANGSTROEM)
H: -2.431 1.975 0.720  0.016
N: -2.872 1.116 0.453  0.096
C: -1.981 0.288 0.018  -0.547
N: -2.300 -0.980 -0.349  0.126
N: -0.594 0.541 -0.073  0.022
O: 0.103 -0.329 -0.896  -0.130
C: 1.308 -0.833 -0.231  -0.330
C: 0.966 -1.243 1.206  -0.054
C: 2.491 0.156 -0.402  -0.238
O: 2.177 1.329 0.253  -0.066
H: -3.279 -1.276 -0.284  0.114
H: -1.759 -1.486 -1.030  0.091
H: -0.406 1.445 -0.440  0.127
H: 1.565 -1.724 -0.735  0.118
H: -0.122 -1.648 1.295  0.106
H: 1.710 -2.057 1.512  0.095
H: 1.184 -0.341 1.856  0.089
H: 2.689 0.363 -1.493  0.133
H: 3.458 -0.217 -0.002  0.126
H: 2.806 2.019 -0.021  0.108

The calculation puts the energy relative to the best compared isomer or geometry (same formula, charge and spin) at 3.228 eV. Its gap between HOMO and LUMO is 9.2 eV. The LUMO energy comes out at 0.593 eV. The total energy comes out at -473.68412 Ha. The molecular weight comes out at 133.15 g/mol. Its HOMO energy is -8.640 eV.

***

Record 10
Molecular formula: C4H11N3O2
Method: DFT, the ωB97M-V functional and the def2-TZVPD basis

Each line ends with the Löwdin charge.
CARTESIAN COORDINATES (ANGSTROEM)
H: -2.741 1.197 0.367  0.054
N: -1.758 0.953 0.145  0.093
C: -1.061 1.545 -0.733  -0.567
N: -1.577 2.348 -1.723  0.104
N: 0.408 1.618 -0.778  -0.037
C: 1.112 1.516 -2.121  -0.099
H: -0.901 2.679 -2.396  0.058
H: -2.539 2.456 -2.030  0.104
H: 0.874 0.999 -0.103  0.081
H: 1.218 2.591 -2.561  0.099
H: 0.363 0.967 -2.722  0.076
H: 2.035 1.013 -1.927  0.057
C: 0.843 -2.671 2.659  0.009
C: 0.500 -1.921 1.335  -0.494
O: -0.499 -2.105 0.691  0.092
O: 1.683 -1.286 0.852  -0.019
H: 1.228 -3.658 2.406  0.085
H: -0.079 -2.799 3.191  0.072
H: 1.626 -2.312 3.289  0.065
H: 1.572 -1.262 -0.205  0.166

The calculation puts the energy relative to the best compared isomer or geometry (same formula, charge and spin) at 2.051 eV. Its gap between HOMO and LUMO is 9.3 eV. The LUMO energy comes out at 0.596 eV. The total energy comes out at -473.72738 Ha. The molecular weight comes out at 133.15 g/mol. Its HOMO energy is -8.714 eV.